# 1
86
Properties=species:S:1:pos:R:3:forces:R:3 method="wB97M-V/def2-TZVPD" total_charge=-1 spin_multiplicity=1 total_energy_ha=-4243.020238 orbital_gap_ev=7.094
Sr 0.566297 0.619332 -1.034353 0.68 -0.84 -0.40
C 1.873778 -2.270859 2.446490 0.02 -0.05 0.01
C 1.996176 -2.500958 0.957251 0.03 0.12 0.02
C 0.969146 -3.110665 0.235057 -0.09 0.02 -0.03
C -0.354122 -3.434891 0.891494 0.01 -0.01 0.02
C 1.139954 -3.410410 -1.125000 -0.03 -0.01 -0.04
C 0.012753 -4.100511 -1.858025 0.01 0.01 0.00
C 2.337271 -3.080390 -1.766269 -0.07 -0.01 -0.01
C 2.551356 -3.307528 -3.243375 0.02 -0.01 0.03
C 3.364971 -2.467238 -1.040170 0.03 0.04 0.04
C 4.678954 -2.163713 -1.712572 0.00 0.00 0.00
C 3.174131 -2.125155 0.298319 0.08 0.03 0.04
C 4.231570 -1.314922 1.012176 -0.04 -0.04 0.01
H 1.485731 -1.277259 2.680368 0.04 -0.05 0.03
H 2.846095 -2.361879 2.928060 0.01 -0.01 0.01
H 1.217354 -3.006066 2.910406 0.01 0.01 0.00
H -0.448457 -4.502670 1.115654 -0.01 0.00 0.01
H -1.184730 -3.172900 0.233753 -0.01 0.00 -0.01
H -0.491147 -2.886379 1.820268 0.00 -0.03 -0.02
H -0.733804 -3.379304 -2.203550 0.00 -0.02 0.02
H -0.492158 -4.819717 -1.212616 0.00 0.00 0.00
H 0.367640 -4.648553 -2.726383 0.02 -0.01 -0.02
H 3.257906 -4.123032 -3.426326 0.00 -0.02 -0.01
H 2.955047 -2.400683 -3.696735 -0.01 -0.01 0.01
H 1.629443 -3.543190 -3.765750 -0.02 -0.02 0.00
H 4.634591 -1.194016 -2.216143 0.00 -0.01 0.01
H 4.917314 -2.915439 -2.464233 0.01 -0.01 0.00
H 5.496532 -2.143174 -0.994103 0.01 -0.01 0.01
H 5.056324 -1.937055 1.376851 0.00 -0.01 0.00
H 3.814456 -0.770508 1.855716 0.00 0.02 0.00
H 4.644867 -0.565853 0.338472 0.01 0.00 0.01
C -1.688520 -0.089436 3.138134 0.08 0.06 0.04
C -1.045079 0.705726 4.077336 -0.04 -0.04 0.00
C 0.137927 1.332091 3.743050 -0.03 0.00 0.03
C 0.688361 1.163719 2.466299 0.06 -0.02 -0.11
N 0.052359 0.394065 1.564375 -0.34 0.12 0.10
C -1.095159 -0.195589 1.896029 -0.01 -0.03 0.00
C 1.963471 1.796425 2.028314 0.10 -0.05 -0.09
C 2.739481 2.504654 2.955505 -0.03 -0.01 0.15
C 3.922851 3.102861 2.566146 0.04 0.01 -0.06
C 4.333203 2.991120 1.239806 -0.03 -0.04 0.02
C 3.554731 2.280353 0.335040 0.05 -0.05 0.02
C 2.347350 1.645318 0.678202 -0.15 0.28 0.02
H -2.624282 -0.587570 3.349853 -0.01 -0.01 0.00
H -1.469510 0.843233 5.064806 0.00 0.00 0.00
H 0.629547 1.959806 4.470528 0.01 0.01 -0.02
H -1.566954 -0.777378 1.110059 -0.01 0.01 0.02
H 2.441019 2.597083 3.994787 0.01 -0.01 -0.01
H 4.519492 3.648492 3.288016 0.01 0.00 0.00
H 5.260378 3.457712 0.921465 0.00 0.00 -0.01
H 3.905787 2.197828 -0.691856 0.00 0.03 0.00
C -0.808361 3.988644 -1.498716 0.02 0.01 -0.01
C -0.757202 3.488893 -0.055991 0.00 0.10 0.11
C -2.081702 3.087493 0.536611 0.06 0.01 -0.02
C -2.688408 3.880591 1.498409 0.01 0.01 -0.01
C -3.889143 3.501069 2.081824 -0.03 -0.04 -0.02
C -4.472950 2.303818 1.707279 0.00 0.06 0.04
C -3.891787 1.481447 0.746212 0.00 -0.05 -0.08
C -4.537552 0.150064 0.441205 -0.01 0.01 0.00
C -5.796139 0.265087 -0.420668 0.01 -0.01 0.01
C -2.697892 1.892765 0.135772 -0.05 -0.02 0.09
N -2.026910 1.079969 -0.799246 -0.19 0.17 -0.11
C -2.632692 0.822059 -1.919524 0.01 -0.07 0.00
C -2.120463 -0.023257 -2.924546 -0.03 -0.02 -0.03
C -2.686011 -0.264164 -4.191716 -0.01 0.00 0.01
C -1.796927 -1.100664 -4.851370 0.00 0.00 0.00
C -0.735008 -1.316847 -3.951005 0.06 -0.01 -0.02
N -0.919668 -0.688442 -2.791148 -0.08 0.08 0.03
H 0.199196 4.219202 -1.850532 -0.02 0.01 -0.03
H -1.408686 4.897211 -1.568660 -0.02 -0.01 0.00
H -1.245297 3.250751 -2.173234 0.00 -0.01 0.00
H -0.318566 4.263400 0.577320 0.03 0.00 -0.03
H -0.057181 2.655187 0.030395 0.00 0.25 0.22
H -2.200433 4.800288 1.801517 -0.01 0.00 0.01
H -4.351066 4.123429 2.837901 0.00 0.00 0.00
H -5.391224 1.978844 2.186289 0.00 0.00 0.00
H -4.805618 -0.323985 1.390600 0.00 0.00 0.00
H -3.819271 -0.507854 -0.049291 0.00 -0.01 0.01
H -6.531922 0.919356 0.050682 0.00 0.00 0.00
H -6.255643 -0.713146 -0.572353 -0.01 0.00 0.00
H -5.563108 0.681396 -1.400900 -0.01 0.00 0.00
H -3.591138 1.301969 -2.141674 -0.02 -0.02 0.04
H -3.617118 0.142436 -4.559382 -0.01 -0.01 -0.01
H -1.881635 -1.494637 -5.852230 0.00 -0.01 0.00
H 0.168276 -1.885316 -4.124307 -0.02 0.02 -0.01
Br 2.687554 0.487997 -3.136175 -0.08 0.22 -0.08

=====

# 2
99
Properties=species:S:1:pos:R:3:forces:R:3 method="wB97M-V/def2-TZVPD" total_charge=+1 spin_multiplicity=2 total_energy_ha=-4669.529523 orbital_gap_ev="7.302 / 7.469"
Cr -0.115300 -0.391115 0.087725 -0.78 -0.37 -0.08
Cl -1.465653 -2.548501 -5.934503 -0.02 -0.01 -0.02
C -0.461300 -1.924771 -4.664127 0.05 -0.01 0.02
C -1.020434 -0.999862 -3.782642 -0.01 -0.02 0.03
C -0.314472 -0.614470 -2.655147 -0.06 0.00 0.02
N -0.742044 0.269377 -1.647174 0.30 0.01 -0.04
C -1.415332 1.391295 -2.105138 0.03 -0.09 -0.03
O -2.300080 1.358295 -2.939446 0.01 0.01 0.06
C -0.939690 2.759209 -1.679412 -0.17 0.07 0.05
C -1.883319 3.761973 -1.480186 0.05 0.01 0.04
C -1.439382 5.054906 -1.273570 -0.02 -0.01 0.00
C -0.075124 5.303921 -1.332883 0.01 -0.03 0.00
C 0.779096 4.237971 -1.564058 0.05 0.04 -0.04
N 0.369932 2.979323 -1.706082 -0.03 -0.04 -0.09
C 0.968935 -1.150906 -2.413445 0.01 0.10 0.03
C 1.564289 -1.964511 -3.363705 -0.03 -0.01 0.00
C 0.831567 -2.378253 -4.477015 -0.02 0.03 0.01
Cl 1.553861 -3.518799 -5.560006 0.00 -0.02 -0.01
N 1.448854 -0.825157 -1.136170 0.25 -0.16 -0.11
C 2.564716 -1.365861 -0.639528 -0.05 0.04 0.05
O 3.409369 -2.081761 -1.189783 0.06 -0.02 -0.01
C 2.713884 -1.040258 0.812486 0.02 -0.01 0.01
C 3.950364 -1.077009 1.433828 -0.03 -0.01 0.01
C 4.038736 -0.657895 2.750333 0.01 0.00 0.01
C 2.883565 -0.239157 3.391527 -0.02 -0.01 -0.01
C 1.687541 -0.262539 2.700739 -0.02 -0.02 -0.01
N 1.589571 -0.665888 1.429788 0.10 0.23 -0.07
H -2.011529 -0.612316 -3.962428 -0.01 0.01 -0.01
H -2.934735 3.516968 -1.509525 -0.02 0.00 0.00
H -2.142637 5.859363 -1.103119 0.00 0.00 0.00
H 0.317109 6.306212 -1.222884 0.00 0.01 -0.01
H 1.849550 4.396012 -1.656179 0.00 -0.01 0.01
H 2.577092 -2.310657 -3.238801 0.01 0.01 0.00
H 4.809686 -1.388962 0.857084 0.01 0.00 0.00
H 4.992352 -0.631712 3.260099 0.00 0.00 0.00
H 2.902062 0.124439 4.408677 0.01 -0.01 0.01
H 0.775590 0.064826 3.171039 -0.01 0.00 -0.01
N 3.281185 4.714386 0.924533 -0.02 0.05 0.05
C 2.964270 3.706248 1.768427 0.02 0.01 -0.01
O 3.752478 3.189462 2.532897 0.00 -0.04 -0.03
C 1.542553 3.213104 1.699323 -0.02 0.00 0.04
C 0.550476 3.726906 2.523412 0.03 0.03 -0.04
C -0.694313 3.125853 2.511175 -0.04 -0.05 0.01
C -0.891039 1.999605 1.729285 0.03 -0.01 0.10
N 0.066512 1.495063 0.944020 -0.07 0.25 -0.02
C 1.245639 2.126727 0.900988 0.04 -0.10 0.03
H 4.204907 5.112664 0.976593 0.00 0.00 0.01
H 2.572419 5.184033 0.390045 0.00 -0.02 -0.01
H 0.755927 4.570962 3.169923 0.00 0.00 0.00
H -1.503652 3.490252 3.127633 0.01 0.00 0.01
H -1.819921 1.449342 1.754749 0.01 0.02 -0.02
H 1.989652 1.715031 0.230352 -0.02 -0.02 -0.01
N -2.250021 -3.560702 -2.355352 -0.02 0.06 0.05
C -1.129986 -4.536275 -2.211047 -0.01 -0.01 -0.01
P -0.183847 -4.089385 -0.683581 -0.02 -0.09 0.05
O -0.368934 -5.087293 0.412319 -0.05 0.04 -0.04
O -0.482606 -2.629761 -0.506692 -0.04 0.08 -0.01
C 1.556827 -4.462594 -1.189755 0.03 0.09 -0.05
N 2.215407 -4.947008 0.070819 -0.06 0.04 -0.01
H -2.469255 -3.351598 -3.331636 0.01 -0.01 -0.04
H -1.949198 -2.680307 -1.897744 -0.01 0.03 -0.01
H -3.098739 -3.868076 -1.881003 0.00 0.01 0.02
H -0.493840 -4.425387 -3.090065 0.03 0.00 0.02
H -1.523053 -5.548811 -2.165611 0.00 0.00 -0.01
H 2.123110 -3.625956 -1.584970 0.01 -0.07 -0.01
H 1.556832 -5.277987 -1.911603 -0.02 -0.04 0.03
H 1.410167 -5.254620 0.674846 0.04 -0.03 -0.02
H 2.725842 -4.183447 0.517161 0.01 0.03 0.00
H 2.865026 -5.713161 -0.088570 0.01 0.01 0.00
C -3.849487 -0.900963 -1.440075 0.01 0.00 0.03
C -4.380557 -0.331421 -0.128219 -0.02 0.03 0.00
C -4.009483 1.133589 0.079398 0.10 0.00 -0.07
C -4.037464 -1.219496 1.050974 -0.04 -0.07 -0.02
C -5.115241 -1.903050 1.608237 0.02 -0.05 -0.03
C -4.975488 -2.743464 2.693428 0.02 0.01 -0.02
C -3.720838 -2.860156 3.252905 0.02 -0.02 -0.02
C -2.607222 -2.189303 2.751581 0.02 -0.03 0.04
C -1.363298 -2.285209 3.611704 -0.03 0.02 0.00
C -0.154689 -2.887498 2.907703 0.07 -0.09 0.01
C -1.147400 -0.934201 4.299150 0.01 0.02 -0.01
C -2.740993 -1.379132 1.599379 -0.09 0.02 -0.24
O -1.693126 -0.719013 1.035713 0.39 0.05 0.50
H -4.069640 -0.247270 -2.282845 -0.01 0.00 -0.02
H -4.323418 -1.871257 -1.618224 0.02 -0.03 -0.02
H -2.765914 -1.004982 -1.373586 0.02 0.01 -0.04
H -5.469807 -0.364956 -0.204826 -0.01 0.06 0.03
H -2.931950 1.277272 0.033876 0.03 0.00 -0.02
H -4.363184 1.483393 1.051217 -0.01 0.01 -0.01
H -4.461294 1.753462 -0.696542 -0.02 0.00 -0.02
H -6.094759 -1.759118 1.167231 -0.01 0.01 0.00
H -5.825144 -3.267060 3.109555 0.00 -0.01 0.00
H -3.585648 -3.478350 4.132601 0.00 0.00 0.00
H -1.606998 -2.988949 4.411290 -0.04 0.02 0.00
H 0.098167 -2.355897 1.997900 -0.01 -0.01 0.00
H -0.376257 -3.915556 2.620805 -0.03 0.00 0.02
H 0.715912 -2.894723 3.571825 0.00 0.04 -0.01
H -1.102644 -0.125859 3.567399 0.02 0.02 0.01
H -0.243567 -0.925382 4.913646 0.01 0.00 -0.02
H -1.996623 -0.719105 4.949091 0.01 -0.01 0.01

=====

M for the records above, in order: 709.31 861.69 g mol⁻¹
F_max for the records above, in order: 1.149 0.869 eV/A